Density functional theory data (ωB97M-V/def2-TZVPD) for C6H8InLiO6 as an isolated structure at a distorted geometry.

Geometry as XYZ:
```
22
Properties=species:S:1:pos:R:3:forces:R:3:lowdin_charge:R:1
Li 0.74795 -2.45657 0.93132 0.23 0.08 0.34 0.8302
O -1.19206 -2.71665 0.80889 -0.20 -0.74 0.19 0.0103
O -3.08244 -1.52978 1.26417 0.15 -0.83 0.80 0.1188
C -1.34945 1.56608 -0.73711 -3.70 -1.20 4.60 0.0776
C -2.05821 0.86220 0.38873 0.57 5.78 -1.74 -0.0645
O -2.12540 -1.34565 -0.64384 -0.40 -0.56 -1.68 -0.0702
C -2.11632 -1.96010 0.50161 -0.91 1.79 0.66 -0.6799
H -1.82028 1.42924 -1.71822 0.80 -0.80 -0.02 0.1442
H -0.75085 1.50122 0.53509 0.50 -1.07 -2.63 0.3142
H -1.44491 2.65413 -0.63296 1.58 0.48 0.66 0.1641
H -1.82967 1.18857 1.41854 0.91 0.44 0.06 0.1437
In -0.80615 -2.35752 -1.74600 0.52 -0.36 -0.73 1.4875
O 0.91421 -1.71626 -0.77610 1.27 -1.77 1.57 -0.1669
O 0.77478 0.54409 -0.89793 1.38 -2.44 -1.05 0.0412
C -4.07243 -0.62638 0.68618 -1.30 -0.35 -0.76 -0.0878
C -3.56649 0.79221 0.57832 -0.99 -1.98 0.02 -0.0891
O 0.16743 -0.79251 -2.56220 -0.52 -0.05 -2.89 -0.0207
C 0.77722 -0.60046 -1.44422 -1.49 4.36 2.35 -0.7694
H -4.35186 -0.90953 -0.33714 0.18 -0.62 0.52 0.1451
H -4.96130 -0.71460 1.31844 0.39 -0.06 0.01 0.1603
H -3.82016 1.30805 1.51548 0.63 0.13 -0.23 0.1547
H -4.09676 1.31827 -0.22611 0.39 -0.23 -0.03 0.1566
```
Forces are in eV/Å.

Calculated values
HOMO level (alpha / beta): -17.0 / -17.0 eV
ΔE to the lowest compared entry with this formula, charge and spin: 4.256 eV
net charge: +2
LUMO (alpha / beta): -11.419 / -11.418 eV

Density functional theory data (ωB97M-V/def2-TZVPD) for C13H18Br2CoIN3O3P as an isolated structure at a distorted geometry.

Geometry as XYZ:
```
42
Properties=species:S:1:pos:R:3:forces:R:3:lowdin_charge:R:1
Co -0.01137 -1.12924 1.19942 -0.42 -0.87 0.55 0.4737
C -3.04918 0.46311 1.28610 -0.24 1.31 0.53 -0.0196
C -1.76095 1.25777 1.31969 0.28 1.57 -0.25 -0.2563
C -1.84043 2.68118 1.61360 0.10 -1.16 -0.36 0.0336
C -0.77590 3.51193 1.33524 -2.27 -0.12 0.69 -0.0122
C 0.42577 2.94485 0.98201 1.76 0.05 -0.27 -0.2159
C 1.64685 3.65966 0.87837 1.09 0.25 -0.89 -0.6056
Br 1.59444 5.54115 0.89404 -0.01 0.40 0.17 0.8203
C 2.89158 3.09303 0.60552 -1.37 -0.60 0.84 -0.1456
C 2.96454 1.68714 0.52621 -1.86 0.03 -0.26 -0.5831
Br 4.60273 0.78764 0.20469 -0.33 0.18 0.15 0.8080
C 1.76276 0.94865 0.64774 1.26 -1.42 0.78 -0.3353
O 1.80179 -0.38614 0.79361 0.09 0.60 -0.93 -0.2889
C 0.48020 1.56639 0.84680 1.49 -0.06 -0.20 -0.1494
N -0.59764 0.74971 0.94526 -0.95 0.42 -0.01 0.0591
H -3.87324 1.20791 1.22777 0.42 -0.60 -0.17 0.0935
H -3.22638 -0.08281 2.20513 0.17 -0.28 0.09 0.0699
H -3.11459 -0.20737 0.44382 0.14 -0.26 -0.22 0.0623
H -2.78786 2.99516 2.04011 0.18 0.44 -0.32 0.1179
H -0.87137 4.58185 1.39357 -0.03 0.17 0.29 0.0838
H 3.78285 3.69072 0.63196 0.15 0.22 -0.30 0.0981
N -2.31604 -2.14611 -2.83266 -1.61 1.38 0.95 0.1321
C -1.12245 -1.22962 -2.67294 -0.31 1.05 0.87 -0.1838
P 0.05410 -2.32881 -1.77363 1.15 -2.56 1.63 0.4840
O -0.08944 -3.58391 -2.61395 0.05 1.38 0.78 -0.3414
O -0.10700 -2.52357 -0.23170 -0.27 0.80 -2.87 -0.3829
C 1.70678 -1.52688 -2.00011 0.28 -0.25 -1.20 -0.1877
N 2.77349 -1.99497 -1.02521 -0.81 -0.56 -0.94 0.1396
H -2.85146 -1.87296 -3.65727 0.04 -0.26 -0.11 0.1654
H -2.98618 -2.01266 -2.02514 0.97 -0.48 -0.90 0.1892
H -2.01307 -3.13660 -2.89328 0.49 0.04 -0.01 0.1376
H -1.37121 -0.27062 -2.13099 -0.17 -1.15 -0.49 0.1204
H -0.79207 -0.95165 -3.67986 0.25 -0.30 0.31 0.1149
H 1.66065 -0.42834 -1.91715 0.01 -0.42 -0.01 0.1078
H 1.98787 -1.81842 -3.04480 0.04 0.36 0.89 0.1195
H 2.63964 -1.34669 -0.21784 -0.21 0.41 1.08 0.0441
H 3.70385 -1.81813 -1.42678 -0.32 -0.44 0.27 0.1461
H 2.62138 -2.98208 -0.71141 0.38 0.95 -0.42 0.1839
I 0.72124 -1.70147 3.98042 0.30 -0.35 0.54 0.7342
C -1.04822 -1.84518 2.79922 -1.00 0.85 -0.09 -0.7541
H -1.77475 -1.17699 3.35231 0.75 -0.94 -0.70 -0.0433
H -1.44168 -2.86664 2.70210 0.36 0.26 0.48 -0.0334
```
Forces are in eV/Å.

Calculated values
2S+1: 4
HOMO level (alpha / beta): -9.6 / -10.1 eV
ΔE to the lowest compared entry with this formula, charge and spin: 0.891 eV
net charge: +1
LUMO (alpha / beta): -3.416 / -3.415 eV

Density functional theory data (ωB97M-V/def2-TZVPD) for C17H21B2F4N13O7SV as an isolated structure at a distorted geometry.

Geometry as XYZ:
```
66
Properties=species:S:1:pos:R:3:forces:R:3:lowdin_charge:R:1
V 0.09932 0.84638 -0.34601 1.02 0.21 0.47 0.9640
C -2.92884 3.98318 -0.19660 0.01 0.01 0.00 0.0210
C -1.73520 3.10094 -0.11509 0.13 0.03 0.05 -0.2162
N -1.63696 1.95916 -0.69722 -0.30 0.11 -0.17 -0.0243
O -2.66160 1.59889 -1.48804 0.01 0.06 0.09 0.0767
B -2.83056 0.16391 -1.91843 -0.10 -0.05 0.08 -1.0816
F -3.58389 -0.53493 -1.00527 -0.02 0.03 0.00 0.1694
F -3.38684 0.23028 -3.17322 0.01 -0.01 0.03 0.1742
O -1.50342 -0.57600 -1.97692 -0.10 -0.18 -0.32 0.0424
N -0.41350 0.20973 -2.13656 -0.08 -0.20 0.04 -0.0967
C 0.12875 0.49896 -3.25524 0.15 0.08 0.06 -0.1893
C -0.37107 0.05098 -4.57880 0.02 0.03 -0.02 0.0365
C 1.32937 1.35462 -3.04632 -0.12 -0.06 -0.02 -0.2047
N 1.45559 1.73898 -1.82398 -0.07 -0.06 -0.05 0.0088
O 2.54588 2.44453 -1.53590 0.09 -0.06 0.02 0.0772
B 2.40571 3.52896 -0.48565 -0.01 0.02 -0.05 -1.0718
F 3.65776 3.93141 -0.16393 0.00 0.00 0.01 0.2098
F 1.59423 4.52355 -1.03892 -0.01 0.02 0.01 0.1503
O 1.74086 3.01119 0.76508 -0.04 -0.07 0.10 0.0725
N 0.46530 2.66369 0.46792 -0.24 0.12 -0.14 -0.0536
C -0.47523 3.53173 0.55127 -0.03 -0.02 0.01 -0.2015
C -0.33801 4.87912 1.15650 0.00 0.02 -0.04 0.0259
C 2.26592 1.71129 -4.14667 0.00 0.00 0.00 0.0167
H -3.80108 3.41003 -0.49629 -0.01 -0.01 0.00 0.0925
H -2.76455 4.76616 -0.94093 -0.01 -0.01 0.00 0.1104
H -3.10664 4.46855 0.76202 0.00 0.02 0.01 0.0950
H -1.41442 -0.24514 -4.50323 0.01 -0.01 -0.01 0.0877
H 0.21957 -0.79746 -4.93358 0.01 0.00 0.00 0.1072
H -0.26217 0.85267 -5.30859 -0.01 -0.01 0.00 0.1031
H 0.70238 5.08871 1.37619 0.01 -0.01 0.02 0.0973
H -0.92305 4.91597 2.07917 -0.02 0.01 -0.01 0.1086
H -0.72682 5.63940 0.47937 0.02 0.00 0.00 0.1043
H 2.32879 0.90962 -4.88133 -0.01 0.00 -0.01 0.0873
H 3.25123 1.92016 -3.73916 0.00 -0.01 0.00 0.0935
H 1.91822 2.61273 -4.65693 0.01 0.01 0.00 0.1085
N 3.63312 -0.87081 4.10810 0.05 0.02 0.00 0.1185
C 3.47662 -0.99198 2.97200 -0.08 -0.10 0.00 -0.3643
N 3.34548 -1.20094 1.66329 0.08 0.19 0.00 0.1007
C 2.44593 -0.67847 0.96232 -0.06 -0.24 -0.08 -0.3200
N 1.64259 -0.33020 0.17031 -0.19 0.33 0.03 0.0565
N 1.55501 -2.82905 -1.38815 -0.02 -0.03 0.23 0.2160
C 1.09383 -3.42178 -0.28560 -0.01 -0.02 -0.03 -0.2726
C 1.99199 -4.01975 0.64753 -0.01 -0.03 -0.03 0.0112
C 1.49422 -4.59676 1.77246 -0.06 0.04 0.00 -0.0011
C 0.09828 -4.59166 2.00914 0.07 0.02 -0.01 -0.1756
C -0.79465 -4.01521 1.08020 -0.02 -0.07 -0.02 -0.0177
C -0.31522 -3.44336 -0.05590 0.00 0.01 0.02 0.0201
S -0.51087 -5.19709 3.57281 -0.03 -0.04 -0.03 0.4229
O 0.29654 -6.35099 3.86324 -0.01 -0.01 -0.02 -0.2924
O -0.18701 -4.01965 4.38602 0.05 0.06 0.01 -0.3279
O -1.92287 -5.40356 3.36608 -0.01 0.03 0.00 -0.3133
H 2.53456 -2.59870 -1.45826 0.01 -0.06 -0.06 0.1313
H 0.91161 -2.24293 -1.89348 0.01 0.04 -0.21 0.1015
H 3.05657 -3.98420 0.45403 -0.01 0.01 0.00 0.1256
H 2.13954 -5.04999 2.51276 -0.01 0.00 0.00 0.1345
H -1.85367 -4.05261 1.29952 0.00 0.00 0.01 0.1260
H -0.97475 -2.97961 -0.78110 0.00 0.01 0.00 0.1201
N -1.13737 -1.43766 4.35603 -0.17 -0.17 -0.25 0.1702
N -1.37509 -0.81127 3.15834 0.01 0.16 0.05 -0.2455
N -2.49994 -0.15418 2.92867 0.00 -0.06 0.00 0.1622
C -2.24623 0.41457 1.76597 0.03 -0.05 0.10 -0.1573
N -1.01141 0.12118 1.33567 -0.05 -0.31 -0.07 -0.0457
N -0.47185 -0.69275 2.25018 0.08 0.22 -0.01 0.1260
H -2.04997 -1.63915 4.75345 0.04 0.03 0.04 0.1139
H -0.64904 -2.33814 4.19328 0.02 0.05 0.15 0.0540
H -2.96098 1.01475 1.23240 0.00 -0.04 0.01 0.1209
```
Forces are in eV/Å.

Calculated values
2S+1: 4
HOMO level (alpha / beta): -9.3 / -9.5 eV
ΔE to the lowest compared entry with this formula, charge and spin: 0.375 eV
LUMO (alpha / beta): -1.913 / -3.673 eV

Density functional theory data (ωB97M-V/def2-TZVPD) for an isolated ion of composition C12H24FIO3P and charge +1 at a distorted geometry.

Geometry as XYZ:
```
42
Properties=species:S:1:pos:R:3:forces:R:3:lowdin_charge:R:1
C -4.31941 -3.21424 1.36530 0.52 -1.40 0.23 -0.0927
O -3.84758 -2.62874 0.14960 -0.24 0.65 0.97 -0.1942
C -3.80032 -1.21179 0.16751 0.17 0.36 -1.48 -0.2281
C -2.35296 -0.73116 -0.14298 -0.85 0.77 -0.42 -0.1812
C -1.91709 -1.11954 -1.59337 1.04 -0.42 1.22 -0.1985
C -0.34065 -1.22054 -1.62916 -1.09 0.64 -1.16 -0.2327
P 0.47744 0.43610 -1.50655 1.55 -1.50 0.14 1.0036
F -0.28288 1.49100 -2.39815 0.42 -0.80 0.94 -0.1004
C 2.20332 0.17778 -2.13734 -0.85 -0.12 0.17 -0.2165
C 2.88136 -0.85329 -1.16250 0.39 0.18 0.46 -0.3783
C 4.06923 -0.27033 -0.35069 -0.40 0.04 0.19 -0.6357
I 4.87524 -1.90873 0.83065 -0.06 0.61 -0.37 0.7937
C 0.63462 0.93059 0.26427 -0.73 0.39 0.15 -0.1834
C -0.09234 2.28040 0.61124 -0.77 -0.46 -0.46 -0.2221
O 0.72230 3.42243 0.41259 -0.11 -1.00 0.86 -0.0008
C 1.83516 3.47436 1.24120 -0.50 -0.30 1.09 -0.5201
C 1.87113 2.95981 2.69291 -0.12 -0.84 -0.12 0.0253
O 2.80950 3.95271 0.79835 1.51 0.95 -0.99 0.1577
H -4.35934 -2.52254 2.22473 -0.16 -0.07 -0.56 0.0880
H -3.59355 -4.01202 1.64189 -0.40 0.47 -0.11 0.0908
H -5.28223 -3.74328 1.21174 0.33 0.65 0.06 0.0951
H -4.41563 -0.86246 -0.69692 0.21 -0.08 0.56 0.1334
H -4.23744 -0.73649 1.06311 0.39 -0.45 -0.14 0.1237
H -2.38612 0.38483 -0.10425 0.13 -0.56 0.22 0.1106
H -1.62965 -1.08237 0.61634 -0.41 -0.07 -0.33 0.1082
H -2.30014 -2.13278 -1.82392 0.12 0.64 -0.07 0.1252
H -2.22765 -0.38025 -2.35016 -0.21 -0.45 0.35 0.1143
H 0.02350 -1.91358 -0.84803 0.02 0.56 -0.35 0.1122
H -0.08140 -1.61237 -2.63712 0.22 0.19 0.62 0.1116
H 2.12980 -0.29744 -3.13483 0.01 0.64 0.35 0.1056
H 2.71411 1.15648 -2.17681 -0.11 -0.47 -0.10 0.1123
H 2.15191 -1.25605 -0.42813 0.40 0.13 -0.38 0.0655
H 3.25224 -1.73243 -1.72061 -0.31 0.52 0.10 0.1028
H 4.84575 0.20264 -0.97467 -0.24 -0.56 0.22 0.0662
H 3.76047 0.48761 0.39393 0.08 -0.40 -0.42 0.0256
H 0.15546 0.13975 0.87611 0.22 0.29 -0.54 0.1011
H 1.70592 0.91776 0.53634 -0.46 0.22 -0.27 0.0847
H -0.53424 2.20309 1.62160 0.44 0.18 -0.37 0.1291
H -0.95229 2.37930 -0.08198 0.46 0.21 0.44 0.1182
H 2.87301 2.50606 2.82809 -0.49 0.36 -0.18 0.1002
H 1.14669 2.15700 2.92174 0.14 0.65 0.06 0.0727
H 1.81473 3.78276 3.42897 -0.27 -0.32 -0.57 0.1075
```
Forces are in eV/Å.

Calculated values
HOMO level: -12.4 eV
net charge: +1
LUMO: -3.207 eV

Number 1: energy -881.6695 hartree. Number 2: energy -8065.8386 hartree. Number 3: energy -3690.4708 hartree. Number 4: energy -1436.0151 hartree.